{"formula": "C5H8N", "method": "wB97M-V/def2-TZVPD", "energy_ev": -6796.057, "e_above_lowest_kcal_mol": 46.9, "homo_lumo_gap_ha": 0.4346, "smiles": "C1=C[N@H+]2C[C@H]2C1", "total_charge": 1, "symbols": ["H", "C", "H", "C", "C", "C", "C", "H", "N", "H", "H", "H", "H", "H"], "xyz": [[-1.0318, 1.2818, -1.1879], [-1.4644, 0.0184, 0.5624], [0.8598, -2.3053, 0.1528], [-0.6127, 0.6904, -0.3457], [1.4975, -0.2765, 0.1642], [0.8663, 1.1035, -0.0372], [0.6971, -1.2686, 0.0126], [1.2698, 1.7473, -0.8348], [-0.6971, -0.8036, -0.3435], [-2.5233, -0.0715, 0.3033], [0.9105, 1.6799, 0.9002], [2.5468, -0.4673, 0.3250], [-1.1684, -0.1207, 1.6012], [-1.1499, -1.2076, -1.2726]], "lowdin_charge": [0.18, -0.02, 0.13, -0.18, -0.03, -0.05, -0.01, 0.13, 0.01, 0.15, 0.13, 0.13, 0.16, 0.26]}



{"formula": "C5H8N", "method": "wB97M-V/def2-TZVPD", "energy_ev": -6792.783, "e_above_lowest_kcal_mol": 122.3, "homo_lumo_gap_ha": [0.3020, 0.3020], "total_charge": 1, "symbols": ["C", "H", "H", "H", "H", "H", "C", "C", "H", "H", "H", "C", "N", "C"], "xyz": [[2.0302, 0.2541, 0.4929], [-2.0159, 0.6780, 1.3831], [1.1078, -0.0192, -1.5287], [-1.9257, -1.1098, -0.6730], [-2.4638, 0.6213, -1.1849], [-0.9655, -0.3212, -1.9901], [0.8418, 0.0513, -0.4263], [2.0015, -1.0362, 0.6548], [-0.1965, 1.1943, 1.8252], [2.3976, 1.0444, 1.0832], [2.0701, -2.1130, 0.4144], [-1.5391, -0.1249, -1.0712], [-0.4576, 0.2155, -0.0726], [-0.8849, 0.6654, 1.0932]], "lowdin_charge": [-0.09, 0.15, 0.16, 0.12, 0.16, 0.09, -0.16, 0.24, 0.13, 0.10, 0.12, 0.02, -0.20, 0.15]}



Q: Number 1 is which compound?
A: C5H8N



Q: Number 2 is which compound?
A: C5H8N